{"formula": "C5H8O", "method": "ωB97M-V/def2-TZVPD", "relative_energy_ev": 4.1548, "multiplicity": 1, "e_tot_ev": -7358.100, "gap_ha": 0.3543, "elements": ["O", "C", "C", "C", "C", "C", "H", "H", "H", "H", "H", "H", "H", "H"], "positions_angstrom": [[1.54785, 0.98910, 1.19760], [1.91745, -0.68078, 0.61485], [0.79038, -0.00654, 1.03264], [-0.69658, -0.02605, 0.98962], [-1.08460, -0.26846, -0.49153], [-0.10912, 0.45105, -1.42774], [-0.18157, 1.53769, -1.30435], [-2.11788, 0.06612, -0.65311], [-1.06247, 0.94432, 1.34648], [-1.08429, -0.81270, 1.64657], [-1.07028, -1.34535, -0.69292], [0.92110, 0.13695, -1.21210], [2.51393, -1.15797, 1.38794], [-0.28999, 0.19633, -2.46996]], "forces_ev_per_a": [[-0.1, 0.1, 0.1], [-0.1, -0.2, 0.3], [0.1, -0.1, 0.1], [0.1, 0.0, 0.1], [0.1, -0.1, -0.1], [0.0, 0.0, -0.2], [0.0, -0.2, -0.1], [0.3, 0.0, 0.1], [0.1, -0.2, -0.1], [0.0, 0.1, -0.1], [0.1, 0.1, 0.0], [-0.4, 0.2, -0.3], [0.0, 0.0, 0.1], [-0.2, 0.1, -0.1]]}

***

{"formula": "C5H8O", "method": "ωB97M-V/def2-TZVPD", "relative_energy_ev": 1.3133, "smiles": "C1OC[C@H]2C[C@@H]12", "multiplicity": 1, "e_tot_ev": -7360.942, "gap_ha": 0.3979, "elements": ["O", "C", "C", "C", "C", "C", "H", "H", "H", "H", "H", "H", "H", "H"], "positions_angstrom": [[0.41411, 0.96702, -1.16828], [-0.72923, 0.12665, -1.22051], [0.24882, 0.05661, 0.98356], [0.64614, 1.28871, 0.19060], [0.55929, -1.31224, 0.44183], [-0.73482, -0.64529, 0.08579], [1.32509, -1.42973, -0.32162], [-1.67439, -1.03047, 0.46791], [-1.65266, 0.71758, -1.32468], [0.07572, 0.19004, 2.04738], [-0.01922, 2.10382, 0.52457], [1.68191, 1.63237, 0.27152], [0.47637, -2.15406, 1.12581], [-0.61714, -0.51100, -2.10389]], "forces_ev_per_a": [[0.0, 0.0, 0.0], [-0.2, -0.2, 0.0], [-0.1, 0.1, 0.1], [0.1, 0.1, 0.2], [0.1, -0.1, 0.0], [-0.2, 0.0, -0.1], [-0.2, 0.1, 0.0], [0.1, 0.0, -0.1], [0.1, 0.0, 0.0], [-0.1, -0.1, -0.2], [0.2, 0.0, -0.1], [-0.1, -0.2, 0.0], [0.1, 0.3, 0.0], [-0.1, 0.1, 0.1]]}

***

{"formula": "C5H8O", "method": "ωB97M-V/def2-TZVPD", "relative_energy_ev": 2.4765, "smiles": "CC(=O)C1CC1", "multiplicity": 1, "e_tot_ev": -7359.779, "gap_ha": 0.3833, "elements": ["O", "C", "C", "C", "C", "C", "H", "H", "H", "H", "H", "H", "H", "H"], "positions_angstrom": [[0.47172, -1.50324, -1.39997], [-0.91905, 0.93163, -0.23656], [0.42470, -0.89291, -0.35054], [0.12382, 1.75172, -0.96659], [0.09572, -1.61213, 1.04628], [0.56693, 0.56642, -0.19239], [0.49681, 2.69615, -0.57144], [-1.53286, 0.36238, -0.93629], [-0.44280, -2.50977, 0.76193], [1.08804, -1.86778, 1.40860], [-0.42236, -1.28070, 2.01099], [0.96131, 0.81867, 0.78483], [-1.22948, 0.89460, 0.78222], [0.05407, 1.66613, -2.04773]], "forces_ev_per_a": [[-0.2, 0.1, 1.1], [0.0, 0.2, -0.4], [0.1, -0.1, -0.1], [0.0, -0.2, 0.0], [0.2, -0.4, -0.1], [-0.1, -0.8, 0.7], [-0.2, -0.2, -0.2], [0.2, -0.1, 0.4], [0.3, -0.4, 0.0], [0.2, -0.5, 0.0], [0.4, 0.8, -1.9], [0.0, 0.0, 0.0], [-0.9, 1.3, 0.3], [0.0, 0.2, 0.2]]}

***

{"formula": "C5H8O", "method": "ωB97M-V/def2-TZVPD", "relative_energy_ev": 4.4595, "smiles": "C1=C2C[C@H]2CO1.[H][H]", "multiplicity": 1, "e_tot_ev": -7357.796, "gap_ha": 0.3292, "elements": ["O", "C", "C", "C", "C", "C", "H", "H", "H", "H", "H", "H", "H", "H"], "positions_angstrom": [[-1.71686, 0.39842, 0.37498], [-0.71288, 1.39156, 0.77765], [1.30964, 0.45292, -0.76414], [0.62472, 0.71100, 0.56970], [-1.05558, -0.48797, -0.40055], [0.28080, -0.48465, -0.26340], [1.03843, 1.04865, -1.63342], [1.24321, 0.54624, 1.45159], [-0.89319, 2.29225, 0.17865], [-0.89306, 1.61709, 1.83001], [2.36408, 0.18484, -0.72115], [0.24526, -2.96725, -0.16658], [-1.69258, -1.09964, -1.03252], [-0.14201, -3.60346, -0.20081]], "forces_ev_per_a": [[-0.1, -0.1, 0.1], [0.1, 0.2, 0.1], [0.2, 0.1, -0.2], [0.0, 0.1, 0.2], [0.2, -0.1, -0.1], [-0.3, 0.0, -0.1], [0.1, -0.1, 0.1], [-0.1, 0.0, -0.2], [0.0, -0.1, 0.0], [0.1, 0.0, -0.1], [-0.2, 0.0, 0.0], [-0.1, -0.1, 0.0], [0.1, 0.1, 0.1], [0.1, -0.1, 0.0]]}

***

{"formula": "C5H8O", "method": "ωB97M-V/def2-TZVPD", "relative_energy_ev": 1.4939, "smiles": "O=CCC1CC1", "multiplicity": 1, "e_tot_ev": -7360.761, "gap_ha": 0.3912, "elements": ["O", "C", "C", "C", "C", "C", "H", "H", "H", "H", "H", "H", "H", "H"], "positions_angstrom": [[1.79016, 1.88389, -0.19985], [0.97261, -0.21051, 0.49496], [-1.34472, 0.52002, -0.46293], [-1.53096, -0.82950, 0.16963], [-0.20282, -0.45340, -0.43548], [2.05815, 0.72205, -0.00192], [-1.28852, 1.38443, 0.19265], [-1.82579, 0.71558, -1.41577], [3.11251, 0.37464, -0.05406], [0.61975, 0.44272, 1.29869], [-2.14441, -1.56294, -0.34690], [-1.60103, -0.87984, 1.25401], [1.35414, -1.16458, 0.88613], [0.03094, -0.94255, -1.37916]], "forces_ev_per_a": [[0.4, -0.3, -0.3], [-0.1, 0.1, 0.1], [0.0, 0.2, -0.1], [-0.1, -0.1, 0.1], [0.1, 0.0, -0.1], [-0.2, 0.4, 0.0], [0.1, -0.1, -0.1], [0.1, 0.0, 0.1], [-0.2, -0.1, -0.2], [-0.3, -0.6, 0.4], [0.1, 0.1, 0.1], [0.1, 0.0, -0.2], [0.1, 0.4, 0.0], [0.0, 0.1, 0.1]]}

***

{"formula": "C5H8O", "method": "ωB97M-V/def2-TZVPD", "relative_energy_ev": 1.0015, "smiles": "CC1CC(=O)C1", "multiplicity": 1, "e_tot_ev": -7361.254, "gap_ha": 0.3840, "elements": ["O", "C", "C", "C", "C", "C", "H", "H", "H", "H", "H", "H", "H", "H"], "positions_angstrom": [[-1.55905, 0.78314, -1.81586], [-0.17538, 1.38081, 0.16879], [0.46665, -0.02117, 0.44697], [-0.54082, 0.78035, -1.17650], [0.61583, -0.21225, -1.09367], [-0.34453, -1.16951, 1.04407], [1.57201, 0.18597, -1.44941], [0.43196, -1.20446, -1.51419], [0.25946, -2.06933, 0.88125], [-0.97023, 1.82306, 0.77432], [0.66401, 2.08439, 0.07364], [-0.51893, -1.08952, 2.12218], [-1.31018, -1.33786, 0.54976], [1.40919, 0.06638, 0.98864]], "forces_ev_per_a": [[0.5, 0.1, 0.1], [-0.1, 0.0, 0.2], [0.3, -0.1, 0.2], [-0.3, 0.0, -0.2], [0.1, -0.2, -0.1], [0.0, 0.0, 0.0], [-0.3, 0.0, -0.1], [0.0, 0.1, 0.1], [-0.2, 0.0, 0.1], [0.1, -0.3, 0.0], [-0.3, -0.1, -0.1], [0.0, 0.2, -0.2], [0.2, 0.2, 0.0], [0.0, -0.1, -0.1]]}

***

{"formula": "C5H8O", "method": "ωB97M-V/def2-TZVPD", "relative_energy_ev": 2.5702, "smiles": "C1C[C@H]2OC[C@@H]12", "multiplicity": 1, "e_tot_ev": -7359.685, "gap_ha": 0.3863, "elements": ["O", "C", "C", "C", "C", "C", "H", "H", "H", "H", "H", "H", "H", "H"], "positions_angstrom": [[1.08730, 0.83301, 1.04775], [0.18877, 0.44270, -1.34799], [-1.08914, -0.08968, -0.66023], [1.03876, 0.03386, -0.14402], [-0.14248, -0.76848, 0.38563], [0.00443, 0.09008, 1.64984], [-1.76784, -0.69636, -1.27112], [-0.83183, 0.77150, 1.86944], [0.19813, -1.78351, 0.31798], [2.02605, -0.39042, -0.37479], [-1.69022, 0.72066, -0.22466], [0.26222, 1.48469, -1.64067], [0.43206, -0.22530, -2.18552], [0.28378, -0.42275, 2.57836]], "forces_ev_per_a": [[0.0, 0.5, -0.1], [0.1, 0.4, -0.2], [0.1, -0.1, 0.0], [0.4, 0.0, -0.4], [0.2, 0.4, -0.1], [-0.1, -0.1, 0.2], [0.3, 0.0, 0.2], [0.0, -0.4, -0.1], [-1.3, -1.0, 0.6], [-0.2, 0.0, 0.2], [0.2, -0.4, 0.1], [-0.2, 0.1, -0.3], [0.2, 0.3, 0.1], [0.2, 0.1, -0.2]]}

***

{"formula": "C5H8O", "method": "ωB97M-V/def2-TZVPD", "relative_energy_ev": 2.5549, "smiles": "C1CC2(C1)CO2", "multiplicity": 1, "e_tot_ev": -7359.700, "gap_ha": 0.4091, "elements": ["O", "C", "C", "C", "C", "C", "H", "H", "H", "H", "H", "H", "H", "H"], "positions_angstrom": [[0.83387, -1.08897, 1.41486], [0.20581, 1.17923, 0.26156], [0.33362, -0.47774, -1.08056], [-0.02040, -0.35192, 0.43013], [-0.54425, -1.24553, 1.49087], [-0.12981, 0.98185, -1.22692], [-0.07923, -1.19943, -1.79171], [-0.92053, -2.23543, 1.21999], [0.18039, 1.66140, -2.03627], [1.28082, 1.26272, 0.46136], [-1.01618, -0.80398, 2.37261], [1.42405, -0.58792, -1.03705], [-1.22090, 0.92605, -1.26256], [-0.32727, 1.97967, 0.78368]], "forces_ev_per_a": [[0.0, 0.8, -1.0], [-0.1, -0.1, 0.3], [0.0, -0.3, 0.2], [1.4, -0.4, 0.7], [-0.9, 0.3, -0.4], [-0.2, -0.1, 0.1], [-0.1, -0.1, 0.5], [0.0, 0.2, 0.0], [0.4, -0.4, 0.5], [-0.1, 0.4, -0.2], [0.0, -0.1, -0.2], [-0.1, 0.1, -0.4], [-0.1, 0.2, -0.2], [-0.1, -0.5, 0.2]]}

***

{"formula": "C5H8O2", "method": "ωB97M-V/def2-TZVPD", "relative_energy_ev": 1.6267, "smiles": "C=C1CCC1=O.O", "multiplicity": 1, "e_tot_ev": -9408.205, "gap_ha": 0.3619, "elements": ["O", "O", "C", "C", "C", "C", "C", "H", "H", "H", "H", "H", "H", "H", "H"], "positions_angstrom": [[2.43575, -0.73662, 1.72840], [-0.60152, -1.68812, 0.86581], [-0.76433, -0.72283, 0.15641], [0.14636, 0.10321, -0.69564], [-1.95929, 0.18047, -0.18891], [-0.97620, 1.08893, -0.98040], [1.41484, -0.08247, -1.04286], [1.96731, -0.93065, -0.64751], [1.90351, 0.05489, 1.57248], [-2.70886, -0.32478, -0.80494], [-0.81971, 2.06907, -0.52393], [1.77512, -1.44005, 1.74671], [-2.45619, 0.62922, 0.67599], [-1.20786, 1.23011, -2.03728], [1.94208, 0.60328, -1.69876]], "forces_ev_per_a": [[-0.2, 0.1, 0.1], [-0.1, 0.6, -0.4], [0.0, -0.6, 0.4], [0.4, -0.1, -0.1], [-0.1, -0.1, 0.1], [0.1, 0.2, -0.1], [-0.2, 0.0, 0.0], [-0.1, 0.1, -0.1], [0.2, -0.1, 0.0], [0.1, 0.0, 0.1], [0.0, -0.1, 0.0], [0.0, 0.0, 0.0], [0.1, -0.1, -0.1], [0.0, 0.0, 0.1], [-0.1, 0.0, 0.0]]}

***

Please write out number 6 again, unchanged.
{"formula": "C5H8O", "method": "ωB97M-V/def2-TZVPD", "relative_energy_ev": 1.0015, "smiles": "CC1CC(=O)C1", "multiplicity": 1, "e_tot_ev": -7361.254, "gap_ha": 0.3840, "elements": ["O", "C", "C", "C", "C", "C", "H", "H", "H", "H", "H", "H", "H", "H"], "positions_angstrom": [[-1.55905, 0.78314, -1.81586], [-0.17538, 1.38081, 0.16879], [0.46665, -0.02117, 0.44697], [-0.54082, 0.78035, -1.17650], [0.61583, -0.21225, -1.09367], [-0.34453, -1.16951, 1.04407], [1.57201, 0.18597, -1.44941], [0.43196, -1.20446, -1.51419], [0.25946, -2.06933, 0.88125], [-0.97023, 1.82306, 0.77432], [0.66401, 2.08439, 0.07364], [-0.51893, -1.08952, 2.12218], [-1.31018, -1.33786, 0.54976], [1.40919, 0.06638, 0.98864]], "forces_ev_per_a": [[0.5, 0.1, 0.1], [-0.1, 0.0, 0.2], [0.3, -0.1, 0.2], [-0.3, 0.0, -0.2], [0.1, -0.2, -0.1], [0.0, 0.0, 0.0], [-0.3, 0.0, -0.1], [0.0, 0.1, 0.1], [-0.2, 0.0, 0.1], [0.1, -0.3, 0.0], [-0.3, -0.1, -0.1], [0.0, 0.2, -0.2], [0.2, 0.2, 0.0], [0.0, -0.1, -0.1]]}